The following is a quantum chemistry calculation of C10H19Br24N2P2 as an isolated structure in a non-equilibrium geometry, from the Open Molecules 2025 dataset.

Cartesian coordinates (Å):
1 Br 6.2412 3.0045 0.5262
2 Br -6.1715 1.7963 -2.8881
3 Br -1.6752 -3.4047 1.9064
4 Br -2.4265 3.7022 -5.6419
5 Br -5.6403 7.4991 -4.6604
6 Br -6.5834 4.5612 -5.4070
7 Br -0.8552 -4.0885 -1.0729
8 Br 7.2893 -4.1747 -0.6877
9 Br -7.6232 5.9257 -2.7338
10 Br -2.6642 1.4478 -7.8663
11 Br -4.2548 0.1730 -4.8302
12 Br 6.9600 0.6465 -1.5014
13 Br 1.7746 -4.8684 4.0870
14 Br 4.3939 0.6764 3.2689
15 Br 3.5321 -1.7348 5.0909
16 Br -0.0144 -4.0394 6.5648
17 Br -1.4490 -6.4433 0.9629
18 Br -0.6458 -6.7227 4.9820
19 Br -5.5251 -1.2559 -2.2886
20 Br 4.1456 0.5677 0.0013
21 Br 4.5665 -4.1280 0.9486
22 Br 3.4698 1.2239 6.2775
23 Br 6.7176 -1.8375 1.3855
24 Br -4.2234 4.1955 -8.2188
25 P 0.9858 -0.6865 0.4814
26 P 0.0172 0.3787 2.3514
27 N -3.0243 1.4238 0.0211
28 N 2.4701 -1.2884 0.7184
29 C -2.6567 3.3356 -7.5137
30 C 0.0199 -4.9219 4.8590
31 C 4.3417 0.0068 5.0635
32 C -4.8661 0.3924 -3.0166
33 C -0.7702 -4.6522 0.7596
34 C -6.1721 5.7782 -3.9854
35 C 5.5430 1.7227 -0.7447
36 C 5.9426 -3.0656 0.1387
37 C -2.3434 1.3143 1.0889
38 C -0.9245 1.6536 1.2695
39 H -1.8077 3.7562 -8.0304
40 H -0.8211 2.6179 1.7623
41 H -2.4227 1.8042 -0.7147
42 H 0.1169 -1.7178 0.0637
43 H -2.8666 0.9159 1.9565
44 H -1.1303 -0.5535 2.2866
45 H -5.3280 5.3695 -3.4493
46 H 1.1905 1.2608 2.3851
47 H 0.2695 -4.6640 1.0565
48 H 5.1265 2.2957 -1.5601
49 H -0.4763 1.7339 0.2781
50 H 0.7708 -0.6337 3.1051
51 H -0.6426 -4.3832 4.1950
52 H -4.0141 0.6847 -2.4180
53 H 5.3585 -0.1099 5.4064
54 H -0.5075 0.9588 3.5910
55 H 2.7217 -1.1210 1.6935
56 H 1.0755 0.1467 -0.6599
57 H 5.4853 -2.4743 -0.6435

Atoms 1-6, force components in eV/Å:
-0.01 -0.05 0.00
-0.01 0.01 0.04
0.00 0.02 -0.03
0.00 0.03 0.04
0.02 0.03 -0.01
-0.09 0.04 -0.03

The calculation puts the HOMO-LUMO gap at 6.002 eV. Its energy above the lowest of the compared OMol25 structures with the same formula, charge and spin is 0.00 kcal per mole. As for the molar mass: 2146.92 g mol⁻¹. As for the charge: -1.